Entry from the Open Molecules 2025 dataset: a cluster of 13 separate species, C64H126B2F23N6O16 in total at a distorted geometry (ωB97M-V/def2-TZVPD).

Atoms and positions in Å:
C 1.9298 -3.6915 -4.3397
C 1.1931 -4.0889 -5.6661
C 0.7599 -5.5509 -5.4760
C -0.4778 -5.8912 -4.6612
C -1.6248 -5.0601 -5.1725
C -1.4038 -3.5008 -5.0501
N -0.0273 -3.1983 -5.7320
O 0.0182 -2.1616 -6.4464
C -1.2712 -3.1213 -3.5953
C -2.4700 -2.7236 -5.8427
C 2.0652 -3.7854 -6.9358
H 1.3123 -4.0224 -3.5123
H 2.2548 -2.6477 -4.3152
H 2.7813 -4.3550 -4.2537
H 1.6214 -6.1068 -5.2572
H 0.5750 -5.9324 -6.5114
H -0.4340 -5.6862 -3.6159
H -0.6486 -7.0024 -4.7851
H -2.6564 -5.2071 -4.8104
H -1.9516 -5.2554 -6.1458
H -0.6371 -3.7920 -3.0178
H -2.2826 -3.0135 -3.2574
H -0.6901 -2.1645 -3.5175
H -3.4215 -3.0922 -5.4660
H -2.3438 -3.0554 -6.8676
H -2.3756 -1.6559 -5.6495
H 2.8874 -4.5550 -6.9485
H 2.4454 -2.7688 -6.8642
H 1.6638 -4.0307 -7.9000
C -1.7241 0.9048 -0.4591
C -1.2599 -0.3205 0.3796
C -0.7746 -1.5476 -0.4364
C 0.5765 -1.3439 -1.0865
C 1.5836 -1.2492 -0.0209
C 1.3075 -0.1164 0.9808
N -0.0733 0.1226 1.2125
O -0.3219 0.8025 2.1957
C 1.9877 1.1754 0.4217
C 1.8422 -0.4767 2.3221
C -2.4066 -0.7242 1.2984
H -0.9183 1.2581 -1.0266
H -1.9602 1.7089 0.2525
H -2.5353 0.6768 -1.1249
H -1.5441 -1.6639 -1.2243
H -0.9519 -2.4732 0.1298
H 0.5221 -0.4978 -1.7858
H 0.6821 -2.1796 -1.7577
H 2.6607 -1.3282 -0.3014
H 1.3984 -2.1377 0.5915
H 2.9805 0.7496 0.2184
H 2.0708 1.9853 1.1177
H 1.6047 1.4044 -0.5994
H 1.6860 0.3810 2.9704
H 2.8886 -0.6392 2.3574
H 1.2712 -1.3274 2.6106
H -2.0010 -1.5333 1.9387
H -3.1476 -1.3070 0.7232
H -2.7443 0.0931 1.9071
C -1.7900 -6.3660 5.2689
C -3.0569 -5.7039 4.8765
C -2.8993 -4.2368 5.2078
C -3.8029 -3.3376 4.3749
C -3.5131 -3.5994 2.8892
C -3.8198 -5.0198 2.4744
N -3.2013 -5.8712 3.4528
O -2.6748 -7.0323 2.9313
C -3.3960 -5.4249 1.0805
C -5.4255 -5.2737 2.5167
C -4.2680 -6.4179 5.5184
H -1.6827 -7.4094 5.0016
H -1.6277 -6.3448 6.3354
H -0.9618 -5.8629 4.8133
H -1.8893 -3.8907 4.8659
H -3.0190 -3.9724 6.2773
H -3.5829 -2.2954 4.6210
H -4.8614 -3.5294 4.6868
H -2.4892 -3.3272 2.6435
H -4.0667 -2.8700 2.3076
H -4.1075 -6.1211 0.5605
H -2.3620 -5.7145 1.0315
H -3.4053 -4.4791 0.4852
H -5.6784 -6.2725 2.3706
H -5.8287 -4.7073 1.6773
H -5.8576 -4.8864 3.4588
H -4.2016 -7.4772 5.2692
H -5.1545 -5.8652 5.1216
H -4.1686 -6.2800 6.5943
C 2.5378 4.1619 -4.6166
C 1.2951 3.4640 -5.0499
C 0.5407 2.6611 -3.9536
C -0.0976 3.5819 -2.9278
C -1.0802 4.6379 -3.4972
C -0.4924 5.5139 -4.5795
N 0.2695 4.5909 -5.5272
O 0.2678 4.8856 -6.6798
C 0.4854 6.6222 -4.1820
C -1.6759 6.1643 -5.3391
C 1.7084 2.7592 -6.3703
H 2.5858 5.0079 -5.3571
H 3.4335 3.5067 -4.7403
H 2.4552 4.4158 -3.5704
H 1.1897 1.8892 -3.5613
H -0.2481 2.0649 -4.4936
H 0.6724 4.1037 -2.3213
H -0.6864 3.1406 -2.1100
H -1.5057 5.3289 -2.7229
H -1.9133 4.1165 -3.9470
H 0.7262 7.1894 -5.0713
H 1.3175 6.1384 -3.6765
H -0.0536 7.2779 -3.5376
H -2.3210 5.4000 -5.7000
H -1.4690 6.8179 -6.1991
H -2.2429 6.7804 -4.6055
H 2.3930 1.9520 -6.0577
H 2.2485 3.4308 -7.0026
H 0.9260 2.2384 -6.9209
C -4.9148 4.6262 1.0648
C -4.2304 3.4433 0.3174
C -5.1838 2.3637 -0.0611
O -5.9967 2.8274 -1.0770
C -6.7306 1.7602 -1.6216
N -3.4887 3.9808 -0.8757
H -3.0576 3.3282 -1.5118
H -3.9202 4.7488 -1.3579
H -2.1775 4.9503 -0.2771
H -4.2022 5.3809 1.3332
H -5.2135 4.1680 2.0363
H -5.8535 4.9381 0.5763
H -3.4464 3.0065 0.9396
H -5.7791 2.0447 0.7971
H -4.6465 1.4583 -0.4591
H -7.8155 2.0257 -1.6325
H -6.5576 0.8604 -1.0082
H -6.5049 1.6652 -2.6947
C 8.6067 2.4243 -1.1040
C 8.3431 2.8516 0.3384
C 6.9400 3.2391 0.7436
O 7.1745 4.4625 1.3983
C 6.1024 4.6898 2.3171
N 8.9488 1.8472 1.2062
H 8.8271 2.1107 2.1943
H 8.1875 1.1792 1.2038
H 6.8714 -4.4928 0.5799
H 8.1235 3.1268 -1.7720
H 8.2234 1.4537 -1.3353
H 9.7223 2.4376 -1.2301
H 8.9602 3.7087 0.4827
H 6.5175 2.5237 1.4962
H 6.2159 3.3096 -0.0800
H 6.0458 5.7596 2.4597
H 6.2664 4.1113 3.2660
H 5.0910 4.4553 1.9711
C 5.4461 -3.5289 -0.1431
O 4.7333 -3.9727 0.9127
O 6.7090 -4.0753 -0.2699
C 4.7611 -4.0363 -1.6269
F 3.4047 -4.0858 -1.4502
F 5.0921 -3.3394 -2.6766
F 5.1377 -5.2348 -1.9343
C 4.8375 -5.3673 1.4157
C 5.6646 -5.2711 2.7341
H 5.4235 -4.2408 3.0632
H 5.5057 -6.0300 3.5284
H 6.7352 -5.2447 2.4774
H 5.0500 -6.1401 0.6910
H 3.8213 -5.4434 1.6687
H 5.5865 -2.4513 -0.0536
C -2.7369 0.4591 8.2800
O -2.2752 0.7016 6.7864
O -2.7332 -0.7406 8.6665
C -1.5852 1.2575 8.9418
F -1.8897 1.4639 10.2194
F -0.3370 0.5794 8.8356
F -1.2611 2.5205 8.4156
C -2.5609 -0.4480 6.0891
C -1.5327 -0.7694 5.0448
H -1.2423 0.0889 4.3951
H -0.6432 -1.2556 5.5112
H -1.9084 -1.4071 4.1977
H -3.5134 -0.3231 5.5190
H -2.6205 -1.3386 6.7389
H -3.6894 1.0587 8.3788
C 5.3902 2.2117 5.0841
O 5.7048 1.6486 6.4933
O 6.3910 2.0816 4.2550
C 4.1865 1.4262 4.6052
F 3.6602 2.0176 3.4979
F 4.6119 0.2543 4.2404
F 3.0828 1.1549 5.4569
C 7.1213 1.4643 6.7898
C 7.7295 2.8473 7.3485
H 7.0393 3.3031 8.0409
H 8.6697 2.7317 7.9591
H 7.7634 3.5601 6.5268
H 7.6838 1.0691 5.8684
H 7.1424 0.7064 7.5861
H 5.0352 3.1971 5.3340
C -2.4319 2.2101 -5.8089
O -3.5708 2.9982 -5.9721
O -1.2972 2.8812 -5.9456
C -2.6471 1.3779 -4.4354
F -2.5063 2.1149 -3.3228
F -3.8767 0.8460 -4.4199
F -1.8466 0.3425 -4.2135
C -4.6483 2.5195 -6.8569
C -5.8885 3.2821 -6.6201
H -6.4256 3.1144 -5.6371
H -5.8033 4.3962 -6.8520
H -6.5673 2.9378 -7.3810
H -4.9041 1.4809 -6.6160
H -4.2775 2.6488 -7.8715
H -2.5322 1.4327 -6.5705
C -0.6640 5.0136 0.8756
O -1.2436 5.1587 2.1052
O -1.3595 5.5752 -0.1141
C 0.8177 5.5532 0.9332
F 1.5349 5.1281 -0.1671
F 0.8843 6.8524 0.8985
F 1.4137 5.1188 1.9986
C -1.4711 4.1668 3.1241
C -1.2578 4.8699 4.4579
H -0.3633 5.4707 4.2371
H -2.1061 5.5649 4.4570
H -1.1399 4.2338 5.3444
H -0.8125 3.3181 3.0447
H -2.4438 3.7136 3.0184
H -0.3809 3.9305 0.7225
B 0.3526 -3.9733 1.9772
F -0.5808 -4.8346 2.6083
F -0.2055 -2.6919 1.9754
F 1.5126 -4.0200 2.7275
F 0.6392 -4.3887 0.6985
B -5.1826 -2.3440 -1.0423
F -5.1426 -1.1138 -0.3623
F -5.8900 -2.2229 -2.2653
F -3.8808 -2.7767 -1.2130
F -5.8109 -3.2527 -0.1698

Output
HOMO-LUMO gap ... 1.41 eV
E ... -173960.884 eV
HOMO level ... -4.520 eV
LUMO energy ... -3.11 eV
Net charge ... -1